Density functional theory data (ωB97M-V with the def2-TZVPD basis set) for 2 unconnected molecules or ions with the total composition C3H5NO.

CARTESIAN COORDINATES (ANGSTROEM)
O 0.155994 -2.465571 -1.235845
N 0.061070 2.991765 -0.434333
C -0.397734 -2.363293 -0.183386
C 0.214821 1.874998 0.007411
C 0.480111 0.785575 0.655024
H -0.249990 0.344788 1.307632
H -0.337216 3.168752 -1.346083
H 0.144241 -2.304596 0.776171
H -1.498108 -2.323669 -0.095411
H 1.426811 0.291251 0.548820

Atomic forces in eV per Å
O 0.2 0.0 -0.2
N 0.0 0.5 0.0
C -0.3 0.0 0.3
C 0.0 0.6 -0.2
C 0.0 -0.8 0.3
H -0.2 0.0 0.1
H -0.1 -0.3 -0.1
H 0.2 0.0 0.0
H -0.1 0.0 -0.1
H 0.2 0.0 -0.1

Output
- SMILES = C=C=N.C=O
- DFT total energy (hartree) = -247.2191